[1]
{
  "formula": "C3H12O4",
  "method": "the ωB97M-V functional and the def2-TZVPD basis",
  "energy_ev": -11484.4232,
  "homo_ev": [-13.83, -13.83],
  "s_squared": 0.763,
  "multiplicity": 2,
  "charge": 1,
  "symbols": ["O", "O", "O", "O", "C", "C", "C", "H", "H", "H", "H", "H", "H", "H", "H", "H", "H", "H", "H"],
  "coordinates": [[1.93445, -2.51330, -1.43835], [0.54913, 0.57893, 0.86960], [-0.91753, 0.78601, -2.82006], [2.67690, 0.28410, -3.06829], [-0.25448, 1.07570, 1.90640], [-1.55320, 0.40113, 2.09104], [-2.10840, -0.12238, 3.24540], [2.39928, 0.18622, -3.97117], [-1.66459, 0.89793, -2.21456], [-1.60815, -0.06800, 4.20624], [-2.02554, 0.08912, 1.15688], [1.90496, 0.67606, -2.63177], [-3.13772, -0.45939, 3.20203], [-0.98433, -0.15336, -3.08474], [2.42661, -1.69271, -1.61899], [0.23487, 1.17611, 2.88749], [2.46080, -3.04763, -0.88385], [-0.43214, 2.12912, 1.60061], [0.09909, -0.22367, 0.56609]],
  "atomic_forces_ev_per_a": [[-1.09, 1.50, -0.87], [-1.06, -0.15, 0.71], [-0.20, -0.85, 0.31], [-0.24, 0.07, 1.04], [-0.29, -0.04, 0.34], [0.79, -0.57, -1.06], [-0.30, 1.09, 0.19], [-0.09, -0.12, -0.72], [0.15, 0.13, -0.34], [0.04, -0.14, -0.04], [-0.15, 0.15, 0.06], [0.22, 0.00, -0.20], [0.12, -0.31, 0.11], [0.12, 0.66, 0.03], [-0.02, -0.49, -0.09], [0.51, -0.10, -0.21], [1.08, -0.84, 0.88], [-0.28, 0.28, 0.33], [0.71, -0.29, -0.48]]
}


[2]
{
  "formula": "C3H13BrSi3",
  "method": "the ωB97M-V functional and the def2-TZVPD basis",
  "energy_ev": -96994.9777,
  "homo_ev": [-9.22, -7.47],
  "charge": 0,
  "symbols": ["Br", "Si", "Si", "Si", "C", "C", "C", "H", "H", "H", "H", "H", "H", "H", "H", "H", "H", "H", "H", "H"],
  "coordinates": [[-1.33131, 0.64893, 2.90190], [-0.58528, -0.57672, -0.45008], [2.26274, 1.51041, 1.98916], [0.40413, 0.15249, 1.57552], [0.96961, -1.04422, -1.44721], [-1.77563, -2.06770, -0.19949], [-1.51665, 0.89420, -1.20987], [2.88250, 0.89105, 3.19623], [-1.77964, -2.44042, 0.82027], [0.92682, 2.32900, -0.10557], [1.50409, -1.88888, -1.01709], [1.86693, 2.85330, 2.36914], [1.64161, -0.19217, -1.47235], [-2.79601, -1.78394, -0.43691], [-0.79449, 1.68384, -1.40744], [0.72103, -1.29812, -2.47319], [-2.01457, 0.63363, -2.14280], [3.18133, 1.28613, 0.89115], [-1.50245, -2.89242, -0.84910], [-2.26478, 1.30163, -0.53227]],
  "atomic_forces_ev_per_a": [[0.06, 0.06, 0.16], [0.11, -0.26, -0.35], [-0.28, -0.84, 0.60], [-0.39, 0.85, -0.89], [-0.62, 0.10, 0.17], [0.48, 0.62, 0.08], [0.33, -0.31, 0.13], [0.05, 0.13, -0.04], [0.08, -0.02, 0.17], [-0.18, -0.85, 0.74], [-0.03, -0.07, 0.12], [0.04, 0.47, -0.05], [0.14, 0.18, 0.00], [-0.14, 0.14, -0.06], [0.03, 0.04, -0.04], [-0.07, -0.06, -0.22], [-0.05, -0.17, -0.08], [0.36, 0.18, -0.40], [0.14, -0.12, -0.16], [-0.04, -0.06, 0.13]]
}


[3]
{
  "formula": "C3H13N2O",
  "method": "the ωB97M-V functional and the def2-TZVPD basis",
  "energy_ev": -8341.8493,
  "homo_ev": -14.01,
  "charge": 1,
  "symbols": ["O", "N", "N", "C", "C", "C", "H", "H", "H", "H", "H", "H", "H", "H", "H", "H", "H", "H", "H"],
  "coordinates": [[-2.21662, -1.59246, -1.73716], [1.27289, -0.51372, 0.64634], [-0.80981, 0.71055, -0.72324], [1.23051, 0.97176, 0.54325], [0.36886, 1.59313, -0.49522], [0.79236, -0.90171, 2.04330], [-0.49894, -0.15707, -0.22604], [-0.30945, -0.70584, 2.24421], [-1.80936, -1.78306, -2.58035], [0.83909, 1.93706, -1.35837], [2.19322, 1.51330, 0.51025], [-2.99702, -2.13042, -1.77470], [0.91952, -1.96467, 2.14237], [0.75372, 1.35164, 1.45637], [2.30386, -0.69203, 0.79793], [1.22419, -0.21490, 2.75595], [-1.05149, 0.47821, -1.75654], [-1.60853, 1.03634, -0.18537], [0.18218, 2.71420, -0.13815]],
  "atomic_forces_ev_per_a": [[0.56, 0.59, 0.05], [1.37, 0.80, 1.48], [0.16, -0.35, -0.91], [0.29, 0.67, 1.85], [-0.58, 3.04, 0.65], [-1.91, 0.99, -1.01], [-0.24, -0.28, -0.90], [0.92, -0.27, -0.94], [0.35, -0.15, -0.39], [0.85, -0.85, -2.18], [-0.12, -0.70, -0.03], [-0.82, -0.38, 0.27], [0.48, -0.21, 0.51], [0.37, -0.22, 0.29], [-1.49, -0.22, -1.07], [0.78, -0.52, 0.59], [0.25, 0.50, 2.45], [-0.45, 0.07, -0.50], [-0.78, -2.50, -0.19]]
}


[4]
{
  "formula": "C3H13N2O",
  "method": "the ωB97M-V functional and the def2-TZVPD basis",
  "energy_ev": -8343.1913,
  "homo_ev": -12.99,
  "charge": 1,
  "symbols": ["O", "N", "N", "C", "C", "C", "H", "H", "H", "H", "H", "H", "H", "H", "H", "H", "H", "H", "H"],
  "coordinates": [[-1.94213, 0.88981, -3.01927], [0.49903, -0.98945, 1.45231], [-0.73260, 0.29917, -0.55386], [0.64587, -0.20202, -0.86351], [0.30989, -0.11888, 2.59293], [1.41091, -0.55184, 0.41185], [1.16302, 0.51202, -1.48035], [1.88961, 0.37327, 0.77870], [2.22518, -1.23522, 0.18224], [1.25776, 0.16337, 3.03811], [-1.16032, 0.56675, -1.45736], [0.50507, -1.97958, 1.61212], [-0.28241, 0.75798, 2.34531], [-2.26124, 0.69521, -3.91129], [0.51944, -1.05247, -1.53233], [-1.18538, -0.42338, 0.00240], [-1.94617, 1.85772, -3.03070], [-0.65908, 1.09805, 0.08152], [-0.25644, -0.66052, 3.35114]],
  "atomic_forces_ev_per_a": [[-0.02, 0.71, -0.24], [-0.35, -0.28, -1.06], [1.27, 0.52, 0.10], [0.20, -0.73, -0.54], [-0.01, -0.82, 0.42], [-0.20, 1.10, 0.65], [0.14, 0.62, -0.01], [0.00, -0.26, -0.16], [-0.10, -0.22, 0.01], [0.17, 0.35, 0.15], [-0.63, -0.36, 0.25], [0.14, -0.04, 0.41], [0.06, 0.29, -0.08], [0.08, -0.46, 0.16], [-0.22, -0.24, 0.24], [-0.37, -0.27, -0.12], [-0.02, -0.04, 0.11], [-0.13, 0.08, -0.27], [0.01, 0.05, -0.02]]
}


[5]
{
  "formula": "C3H13N2O",
  "method": "the ωB97M-V functional and the def2-TZVPD basis",
  "energy_ev": -8329.5938,
  "homo_ev": [-16.61, -16.61],
  "s_squared": 0.754,
  "multiplicity": 2,
  "charge": 2,
  "symbols": ["O", "N", "N", "C", "C", "C", "H", "H", "H", "H", "H", "H", "H", "H", "H", "H", "H", "H", "H"],
  "coordinates": [[-3.13455, -3.11088, 0.83265], [0.20061, -0.32934, -1.61173], [2.11199, 0.19960, 0.91516], [0.07570, 1.48310, 0.23812], [1.46545, 1.48361, 0.87200], [-0.06537, 1.14300, -1.28017], [-0.29703, -1.05899, -1.10110], [1.21686, -0.42301, -1.64285], [1.49132, -0.46199, 1.41567], [-0.63701, 0.77306, 0.68963], [-3.87815, -3.43155, 0.31305], [0.57769, 1.72326, -1.94414], [0.00055, -0.43712, -2.61428], [-0.46113, 2.41749, 0.40730], [-3.28741, -3.38206, 1.75025], [-1.12863, 1.25376, -1.45602], [2.11470, 2.24577, 0.44120], [2.99406, 0.06089, 1.41934], [1.28729, 1.62817, 1.96667]],
  "atomic_forces_ev_per_a": [[0.33, 0.22, 0.18], [1.01, 1.28, -1.30], [-1.29, -0.12, 2.83], [-1.00, -1.22, -0.87], [-0.04, -0.05, -1.22], [-0.29, -0.17, 1.21], [0.02, 0.00, 0.27], [0.07, -0.81, 0.58], [-0.07, -0.46, -1.00], [0.54, -0.05, 0.51], [-0.07, -0.11, 0.21], [-0.30, 0.00, -0.03], [-0.55, -0.21, 0.06], [0.54, 0.32, -0.08], [-0.15, -0.03, -0.44], [-0.02, 0.46, -0.53], [0.13, 0.07, 0.39], [0.89, 0.50, -0.92], [0.25, 0.37, 0.14]]
}


[6]
{
  "formula": "C3H13N4S",
  "method": "the ωB97M-V functional and the def2-TZVPD basis",
  "energy_ev": -20109.7795,
  "homo_ev": -12.02,
  "charge": 1,
  "symbols": ["S", "N", "N", "N", "N", "C", "C", "C", "H", "H", "H", "H", "H", "H", "H", "H", "H", "H", "H", "H", "H"],
  "coordinates": [[1.78798, -0.77217, -0.36525], [0.24978, 2.13962, 0.58758], [-3.39116, -1.31676, -0.18659], [-1.17361, -1.69265, 0.37114], [-1.56352, 2.78942, -0.42455], [3.53994, -0.99636, 0.05898], [-0.88072, 1.75651, 0.09454], [-2.14798, -0.98987, -0.21780], [-0.17659, -1.23308, 0.37457], [2.10333, -1.37308, -1.51536], [-2.32823, 2.64810, -1.01244], [0.44127, 3.12530, 0.80224], [4.10922, -0.36392, -0.61550], [-1.34427, -2.64521, 0.70884], [-4.00575, -0.83554, -0.83175], [0.98110, 1.49824, 0.65285], [-3.77348, -2.15094, 0.26780], [3.73762, -2.13062, 0.08295], [3.86982, -0.57757, 0.97330], [-1.06191, 3.72916, -0.24629], [-1.88876, 0.04931, -0.52846]],
  "atomic_forces_ev_per_a": [[0.96, 0.09, -0.10], [0.59, 1.59, 1.31], [-2.10, -0.98, -0.52], [0.45, 1.56, -0.86], [2.69, 1.47, 2.41], [0.39, -1.54, -0.07], [-1.58, -0.33, -2.34], [2.52, 0.06, 1.57], [-2.25, -1.52, 0.10], [-0.81, 0.05, -0.32], [-1.24, 0.34, -0.64], [0.30, -0.38, -0.32], [0.16, -0.74, -0.69], [0.37, 0.69, -0.10], [-0.12, -0.02, 0.42], [1.13, -0.89, 0.62], [0.38, 0.39, -0.34], [0.15, 2.03, -0.34], [-0.46, 0.20, 1.45], [-1.87, -1.39, -1.16], [0.34, -0.72, -0.11]]
}